[1]
46
Properties=species:S:1:pos:R:3 method="wB97M-V/def2-TZVPD" e_homo_ev=-12.3 total_charge=+1 e_lumo_ev=-3.19 gap_ev=9.1
F 2.9160 2.1929 -0.9330
C 3.0474 1.0734 -0.1848
F 3.7893 1.4293 0.8873
C 1.6845 0.5711 0.2509
C 0.5486 0.9487 -0.7010
C -0.6812 0.0767 -0.4562
C -1.9284 0.6770 -1.0997
C -3.2907 0.0696 -0.7811
C -3.6703 -0.0291 0.7031
C -3.2619 -1.3144 1.4279
C -3.6298 -2.5523 0.6167
C -2.9607 -2.4873 -0.7384
N -3.4681 -1.2800 -1.4788
C 3.8503 0.0803 -1.0958
F 2.9691 -0.4210 -1.9844
F 4.7899 0.7429 -1.7667
S 4.7342 -1.3831 -0.2402
F 5.6256 -1.6073 -1.5163
F 3.6815 -2.4294 -0.8001
F 3.8202 -1.2143 1.0648
F 5.7862 -0.3624 0.3499
F 5.4875 -2.5521 0.4757
H 1.7214 -0.5097 0.3854
H 1.5021 1.0106 1.2339
H 0.8741 0.8446 -1.7369
H 0.2868 1.9987 -0.5578
H -0.8353 -0.0454 0.6200
H -0.4751 -0.9162 -0.8692
H -1.8006 0.7067 -2.1894
H -2.0099 1.7242 -0.7951
H -4.0321 0.7025 -1.2705
H -3.2216 0.8356 1.1954
H -4.7521 0.0947 0.7941
H -3.7558 -1.3380 2.3977
H -2.1865 -1.3266 1.6186
H -4.7163 -2.6293 0.4927
H -3.3048 -3.4623 1.1201
H -3.1488 -3.3573 -1.3650
H -1.8847 -2.3653 -0.6320
H -3.0295 -1.2209 -2.3993
H -4.4660 -1.4212 -1.6478
C 1.9875 4.0350 2.2773
Br 0.9207 4.5546 0.7611
Br 2.6066 5.5486 3.2686
Br 1.0288 2.7958 3.4042
H 2.8523 3.5112 1.8940

***

[2]
86
Properties=species:S:1:pos:R:3 method="wB97M-V/def2-TZVPD" s_squared=0.887 multiplicity=2 e_homo_ev="-10.3 / -10.3" total_charge=+1 e_lumo_ev="-4.94 / -4.00" gap_ev="5.4 / 6.3"
Ru 1.2106 0.5154 -0.0494
N 1.7865 8.6686 1.2534
C 1.4237 7.3627 1.3610
C 2.3663 6.3927 1.7415
C 2.0030 5.0686 1.8337
C 0.6919 4.6951 1.5615
C -0.2580 5.6378 1.1832
C 0.1041 6.9619 1.0885
S 0.2939 2.9916 1.4951
O -1.0623 2.7500 1.9008
O 1.3355 2.2124 2.1379
N 0.4921 2.5456 -0.0794
C -0.5164 2.5356 -0.9729
N -0.5145 1.4372 -1.7565
C -1.4487 1.3616 -2.6989
C -2.3862 2.3572 -2.8820
C -2.3194 3.4334 -2.0045
N -1.3998 3.5278 -1.0588
H 2.7334 8.9501 1.4215
H 1.1257 9.3623 0.9596
H 3.3842 6.6966 1.9501
H 2.7197 4.3114 2.1181
H -1.2624 5.3157 0.9526
H -0.6232 7.7070 0.7917
H -1.4393 0.4726 -3.3205
H -3.1294 2.2992 -3.6618
H -3.0256 4.2543 -2.0620
C 2.1381 -3.9245 -3.4085
C 2.6665 -2.7877 -2.5445
Sb 1.3100 -1.1001 -2.3386
C 1.6603 0.0159 -4.1657
C 1.9782 -0.8502 -5.3769
C -0.6405 -2.0559 -2.6145
C -1.0858 -2.2933 -4.0517
H 2.9009 -4.7010 -3.4796
H 1.9031 -3.5961 -4.4209
H 1.2435 -4.3724 -2.9753
H 3.5870 -2.3647 -2.9476
H 2.8776 -3.1287 -1.5331
H 2.4889 0.6799 -3.9212
H 0.7742 0.6278 -4.3331
H 2.8653 -1.4617 -5.2111
H 2.1733 -0.2087 -6.2374
H 1.1505 -1.5109 -5.6319
H -1.3470 -1.4178 -2.0813
H -0.5725 -2.9977 -2.0679
H -1.1038 -1.3709 -4.6345
H -2.0944 -2.7101 -4.0537
H -0.4358 -3.0046 -4.5594
N -4.2527 -2.8847 3.5369
C -4.7944 -4.0067 4.1123
C -6.0000 -4.2504 4.7616
C -6.2192 -5.5411 5.1942
C -5.2609 -6.5541 5.0172
C -4.0629 -6.3129 4.3839
C -3.8339 -5.0198 3.9049
N -2.7644 -4.5089 3.2183
C -3.0347 -3.2449 3.0164
C -2.1422 -2.3557 2.2894
C -0.9624 -2.8805 1.7520
C -0.1290 -2.0601 1.0313
N -0.4109 -0.7682 0.8108
C -1.5188 -0.2468 1.3407
C -2.4048 -1.0018 2.0828
H -4.6709 -1.9720 3.5238
H -6.7308 -3.4689 4.9239
H -7.1520 -5.7851 5.6843
H -5.4745 -7.5458 5.3926
H -3.3096 -7.0782 4.2583
H -0.7299 -3.9223 1.9153
H 0.8028 -2.4303 0.6190
H -1.6917 0.8074 1.1829
H -3.2803 -0.5185 2.4925
F 4.7851 -0.4514 1.4120
B 3.6144 -1.1486 1.2346
F 3.3571 -1.3087 -0.1810
F 3.5842 -2.3643 1.8441
F 2.4721 -0.3452 1.6897
N 3.9583 2.2477 0.5639
C 4.0202 1.6618 -0.6491
N 5.2454 1.5473 -1.1982
O 3.0098 1.3312 -1.3257
H 4.7832 2.2387 1.1405
H 3.0874 2.2130 1.0735
H 6.0635 1.6270 -0.6214
H 5.3245 1.0109 -2.0432

***

[3]
57
Properties=species:S:1:pos:R:3 method="wB97M-V/def2-TZVPD" e_homo_ev=-17.2 total_charge=+3 e_lumo_ev=-11.94 gap_ev=5.3
Pt 0.1451 -0.1490 -0.1229
C -0.5261 0.6266 2.9791
N -0.6136 -0.6257 2.2543
C -1.9635 -1.0053 1.8495
C -2.5806 -0.0227 0.8546
C -3.8998 0.3669 0.9896
C -4.4570 1.2663 0.0888
C -3.6644 1.7811 -0.9245
C -2.3534 1.3598 -1.0186
N -1.8321 0.4658 -0.1653
C 0.3402 -1.6461 2.6315
C 1.6563 -1.6814 1.8275
C 2.6806 -2.4985 2.2867
C 3.9190 -2.4842 1.6680
C 4.1295 -1.6220 0.5971
C 3.0771 -0.8500 0.1619
N 1.8618 -0.8946 0.7470
C 0.1027 1.7611 2.1898
C 0.3182 2.9874 2.8024
C 0.8740 4.0297 2.0861
C 1.2078 3.8292 0.7496
C 0.9740 2.5972 0.1913
N 0.4367 1.5809 0.9056
H 0.0494 0.5018 3.8999
H -1.5224 0.9521 3.2935
H -2.6446 -1.1002 2.7013
H -1.9214 -1.9902 1.3735
H -4.4872 -0.0272 1.8083
H -5.4897 1.5722 0.1921
H -4.0455 2.5048 -1.6312
H -1.6874 1.7394 -1.7822
H -0.1197 -2.6384 2.6014
H 0.6462 -1.5098 3.6734
H 2.5086 -3.1197 3.1572
H 4.7180 -3.1178 2.0303
H 5.0920 -1.5449 0.1115
H 3.1870 -0.1506 -0.6569
H 0.0445 3.1119 3.8423
H 1.0449 4.9885 2.5576
H 1.6409 4.6158 0.1486
H 1.2032 2.3884 -0.8459
Cl -0.1246 2.0773 -5.7675
C -0.9697 0.7610 -4.9562
C -0.1366 0.2783 -3.7989
O -0.0714 -1.1124 -3.7839
O 0.4137 0.9133 -2.9528
H -1.1656 -0.0464 -5.6551
H -1.9173 1.1355 -4.5656
N 0.1271 -2.9084 -1.1021
C 0.5731 -3.8372 -2.0723
C 0.9541 -3.1248 -3.1280
C 0.7526 -1.6762 -2.8299
N 0.1736 -1.6911 -1.4170
H -0.2046 -3.1689 -0.1722
H 0.5361 -4.8932 -1.8543
H 1.3291 -3.4875 -4.0744
H 1.7010 -1.1295 -2.7090

***

[4]
16
Properties=species:S:1:pos:R:3 method="wB97M-V/def2-TZVPD" e_homo_ev=-9.2 total_charge=0 e_above_lowest_kj_mol=452.8 e_lumo_ev=-1.52 gap_ev=7.7
C 0.2059 0.2664 0.5985
C 1.2154 1.2915 -0.9392
C -1.3365 0.2202 0.4495
C 0.8128 -1.1433 0.6174
N -1.8568 -0.6025 -0.6237
O 0.6010 1.0717 1.5079
O 2.3258 1.3394 -0.3076
H 0.6852 2.2449 -1.0942
H 1.0831 0.5952 -1.7815
H -1.4352 -0.3856 -1.5187
H -1.7485 -1.5926 -0.4475
H -1.6734 1.2464 0.2903
H -1.7668 -0.1145 1.3952
H 0.2789 -1.7664 1.3315
H 0.7498 -1.5927 -0.3725
H 1.8594 -1.0782 0.8944

***

[5]
40
Properties=species:S:1:pos:R:3 method="wB97M-V/def2-TZVPD" e_homo_ev=-8.4 total_charge=0 e_above_lowest_kj_mol=0.0 e_lumo_ev=0.72 gap_ev=9.1
C -2.5634 -1.1789 -2.7846
H -3.3343 -1.9509 -2.6792
O -2.8999 -0.0211 -2.0614
C -3.0424 -0.2591 -0.6771
C -3.4204 1.0412 0.0371
H -4.4822 1.2446 -0.0963
C -2.6343 2.2460 -0.5029
N -1.2446 1.9398 -0.7188
C -0.3040 2.0202 0.2283
S -0.5038 2.7273 1.7042
N 0.9377 1.5160 -0.1065
N 1.0261 0.4725 -1.0216
C 0.8520 -0.8369 -0.6676
N 0.2995 -1.0688 0.5390
H 0.2855 -0.2853 1.1813
C 0.4040 -2.3598 1.1804
C 1.8290 -2.6386 1.6760
C 2.4056 -1.4747 2.4919
O 2.7074 -0.3206 1.7304
C 3.8782 -0.4190 0.9524
H 4.7249 -0.7568 1.5593
H 3.7533 -1.1023 0.1054
H 4.0852 0.5814 0.5748
H 1.6775 -1.1410 3.2377
H 3.3103 -1.8126 3.0159
H 2.4704 -2.8323 0.8152
H 1.8188 -3.5338 2.2971
H -0.3005 -2.3672 2.0145
H 0.1135 -3.1245 0.4558
S 1.2147 -2.0084 -1.7714
H 1.5279 0.6435 -1.8840
H 1.6015 1.4944 0.6667
H -1.0550 1.3673 -1.5319
H -3.0520 2.5515 -1.4628
H -2.6967 3.0735 0.2064
H -3.2222 0.9163 1.1020
H -2.0964 -0.6549 -0.2732
H -3.8177 -1.0199 -0.5012
H -2.4880 -0.8827 -3.8288
H -1.6040 -1.5943 -2.4529

***

[6]
28
Properties=species:S:1:pos:R:3 method="wB97M-V/def2-TZVPD" e_homo_ev=-8.7 total_charge=0 e_above_lowest_kj_mol=218.2 e_lumo_ev=0.30 gap_ev=9.0
C -1.3037 -1.7913 -0.9229
C -2.4923 -2.1064 -0.4168
C 1.0715 0.8323 0.5505
C -0.7021 -0.4754 -0.6291
C -1.8197 0.3443 0.3699
C 1.8047 -1.0301 -0.7356
C 0.7321 -1.7264 1.2420
C 1.9238 2.9612 0.0470
C 0.6187 -0.5930 0.1205
N -2.3181 1.5194 -0.3529
O 0.8112 1.2823 1.6408
O -3.4291 1.3887 -0.7978
O -1.6031 2.5011 -0.4758
O 1.7372 1.5691 -0.3246
S -3.1190 -0.8813 0.7160
H -0.9461 -2.5084 -1.5724
H -3.2019 -2.8667 -0.4170
H -0.4357 0.2592 -1.3907
H -1.3730 0.8220 1.1689
H 2.6782 -0.6760 -0.3647
H 1.6022 -0.6662 -1.6461
H 1.8423 -2.0641 -0.8806
H 0.4267 -2.6464 0.9000
H 1.7089 -1.6667 1.6328
H 0.0966 -1.5645 2.2389
H 1.1405 3.6892 -0.4296
H 2.8988 3.1487 -0.2875
H 1.6504 2.9452 1.0169

***

[7]
100
Properties=species:S:1:pos:R:3 method="wB97M-V/def2-TZVPD" s_squared=0.767 multiplicity=2 e_homo_ev="-15.1 / -15.1" total_charge=+3 e_above_lowest_kj_mol=338.6 e_lumo_ev="-11.71 / -11.72" gap_ev="3.4 / 3.4"
Os -1.0577 -1.7515 0.6081
N -0.1845 -0.6570 2.2932
C -0.8113 -1.0262 3.5746
C 0.0104 -0.6675 4.8163
C 1.4189 -1.2936 4.8221
C 1.7099 -2.1091 6.0901
N 0.8588 -3.2774 6.1777
C 1.0388 -4.4472 5.5714
N 0.0147 -5.2891 5.5051
N 2.2146 -4.7898 5.0394
C -1.1560 -2.5778 3.5849
O -1.4311 -3.0782 4.6526
O -1.1268 -3.1319 2.4540
H 0.8252 -0.8464 2.3445
H -0.2876 0.3507 2.1576
H -1.7935 -0.5420 3.6349
H -0.5644 -1.0121 5.6786
H 0.0834 0.4192 4.8948
H 2.1808 -0.5171 4.7419
H 1.5411 -1.9685 3.9707
H 1.5277 -1.5107 6.9818
H 2.7606 -2.4026 6.0985
H -0.0900 -3.1015 6.4824
H -0.9204 -4.9477 5.6804
H 0.1123 -6.1999 5.0878
H 3.0464 -4.2710 5.2664
H 2.3494 -5.7247 4.6892
Cl 1.7263 -2.3296 -2.0414
Ge 1.0476 -2.9210 0.0286
Cl 2.7151 -2.1867 1.2499
Cl 1.2738 -5.0409 -0.0553
N -2.5048 -2.2528 -5.4233
C -2.6287 -2.6752 -4.3682
C -2.7256 -3.1416 -3.0302
C -3.5229 -4.2243 -2.6531
C -3.5343 -4.5950 -1.3172
C -2.7609 -3.8867 -0.4120
N -2.0035 -2.8499 -0.7800
C -1.9802 -2.4797 -2.0589
H -4.1098 -4.7530 -3.3888
H -4.1431 -5.4215 -0.9836
H -2.7291 -4.1598 0.6366
H -1.3441 -1.6410 -2.3263
F 4.3689 1.2515 -7.7535
C 3.7642 1.1363 -6.5845
C 2.7504 0.1910 -6.4323
C 2.1334 0.0753 -5.2010
C 2.5296 0.8913 -4.1513
C 3.5352 1.8386 -4.3123
C 4.1611 1.9657 -5.5353
Sb 1.7045 0.7142 -2.1511
C 3.6032 0.3334 -1.1810
C 3.8972 0.8081 0.0875
C 5.1001 0.4782 0.6828
C 5.9847 -0.3458 -0.0026
F 7.1217 -0.6996 0.5815
C 5.7039 -0.8183 -1.2792
C 4.5013 -0.4785 -1.8650
C 0.9766 2.7269 -1.7300
C 0.3837 3.4201 -2.7743
C -0.3405 4.5686 -2.5116
C -0.4810 4.9781 -1.1939
F -1.2687 6.0161 -0.9143
C 0.1437 4.3160 -0.1454
C 0.8638 3.1696 -0.4218
H 2.4646 -0.4305 -7.2668
H 1.3492 -0.6556 -5.0611
H 3.8369 2.4690 -3.4870
H 4.9540 2.6823 -5.6902
H 3.1995 1.4445 0.6111
H 5.3637 0.8476 1.6610
H 6.4206 -1.4429 -1.7891
H 4.2719 -0.8516 -2.8541
H 0.4875 3.0782 -3.7948
H -0.8047 5.1345 -3.3046
H 0.0502 4.6967 0.8609
H 1.3340 2.6247 0.3846
C -5.4868 5.2334 -0.7709
C -4.4787 4.1651 -0.6701
C -3.9382 3.5507 -1.8024
C -3.0752 2.4730 -1.7064
C -2.5956 1.8109 -2.9563
C -2.7301 1.9992 -0.4254
C -3.2068 2.6423 0.7369
C -2.8036 2.1955 2.1087
C -4.0575 3.7171 0.5941
C -1.9387 0.7456 -0.2398
O -2.5563 -0.2323 0.2692
O -0.7175 0.6245 -0.5113
H -5.7315 5.4823 -1.7987
H -5.1506 6.1301 -0.2444
H -6.4019 4.9311 -0.2543
H -4.2200 3.9109 -2.7790
H -2.4129 2.5568 -3.7247
H -3.3682 1.1424 -3.3386
H -1.6870 1.2381 -2.7907
H -1.7814 2.5151 2.3171
H -2.8737 1.1135 2.2028
H -3.4544 2.6464 2.8525
H -4.4432 4.2043 1.4746

***

[8]
72
Properties=species:S:1:pos:R:3 method="wB97M-V/def2-TZVPD" s_squared=0.806 multiplicity=2 e_homo_ev="-12.7 / -12.7" total_charge=+2 e_above_lowest_kj_mol=12.1 e_lumo_ev="-5.80 / -8.19" gap_ev="6.9 / 4.5"
Ir 0.3276 -0.2357 0.5106
S 1.7561 3.2102 -3.9785
C 2.5547 3.9659 -5.2804
C 3.6232 3.2415 -5.7141
C 3.7998 2.0479 -4.9747
C 2.8630 1.8857 -3.9878
C 2.7350 0.7700 -3.0509
C 1.8004 0.8328 -1.9968
N 1.6151 -0.1597 -1.1487
C 2.3316 -1.3027 -1.2862
C 3.2902 -1.4574 -2.2859
C 3.9876 -2.7121 -2.3742
C 3.7125 -3.7237 -1.5228
C 2.7203 -3.5810 -0.4905
C 2.3831 -4.5958 0.4155
C 1.4065 -4.3871 1.3728
C 0.7821 -3.1250 1.4044
N 1.1007 -2.1466 0.5737
C 2.0514 -2.3626 -0.3775
C 0.9941 -5.4121 2.3285
C 0.3966 -5.2300 3.5485
C 0.1393 -6.4481 4.2206
C 0.5426 -7.5307 3.4981
S 1.2327 -7.0854 2.0066
C 3.4844 -0.3865 -3.1676
H 2.1915 4.9072 -5.6601
H 4.2610 3.5489 -6.5286
H 4.6016 1.3498 -5.1682
H 1.1791 1.7067 -1.8447
H 4.7326 -2.8350 -3.1494
H 4.2344 -4.6681 -1.6054
H 2.8994 -5.5469 0.3621
H -0.0087 -2.9140 2.1113
H 0.1687 -4.2605 3.9699
H -0.3190 -6.5199 5.1950
H 0.4637 -8.5725 3.7638
H 4.2058 -0.4921 -3.9675
N 1.9219 0.6015 1.6847
C 1.8221 2.0983 1.7042
C 1.9692 2.6670 3.1166
C 0.9131 2.1811 4.1367
C -0.0095 3.2828 4.6615
N -0.8672 3.8329 3.6157
C -2.0597 3.3533 3.2606
N -2.8394 2.7224 4.1415
N -2.4718 3.5270 2.0099
C 0.5455 2.5869 1.0067
O 0.2778 3.7798 1.0432
O -0.1688 1.7283 0.3628
H 1.8437 0.2458 2.6339
H 2.8442 0.3266 1.3573
H 2.6367 2.4868 1.0886
H 1.9503 3.7536 3.0234
H 2.9702 2.4197 3.4742
H 1.4117 1.7393 5.0008
H 0.2778 1.3966 3.7106
H 0.5737 4.1065 5.0727
H -0.6184 2.8999 5.4778
H -0.3793 4.3097 2.8657
H -2.6854 2.8149 5.1297
H -3.6929 2.2821 3.8428
H -1.7890 3.7583 1.2950
H -3.4281 3.3618 1.7484
S -4.0566 -0.7915 1.1499
C -2.4259 -0.7316 1.0426
S -1.2350 -0.4170 2.2629
S -1.5884 -0.8895 -0.4699
Cl 0.5567 -1.7499 -4.6307
C -0.2053 -0.2042 -5.0362
Cl -1.0354 0.4980 -3.6344
H -0.9430 -0.3791 -5.8092
H 0.5624 0.4903 -5.3594